Entry from OMol25: a cluster of 6 separate species, C46H57BF9IN2O6S2 in total in a non-equilibrium geometry (the ωB97M-V functional and the def2-TZVPD basis).

Geometry (Å):
C  -2.021  1.457  2.824
H  0.702  1.523  4.284
H  -1.690  -1.598  1.400
F  5.018  1.462  -2.200
F  5.058  -1.716  -2.852
N  -0.649  -3.612  -6.183
H  3.365  -2.589  4.535
H  6.153  2.522  0.174
H  1.679  -1.363  -1.755
H  -1.407  3.597  11.635
C  0.870  1.762  5.327
H  0.716  4.372  7.481
C  -1.006  1.105  -7.934
H  -1.469  -3.617  4.520
C  -1.561  -3.637  -5.020
O  -5.355  -2.280  -8.548
H  -2.950  -0.443  3.186
C  -4.081  -2.436  -6.261
H  2.656  -1.728  -3.150
H  -0.020  -3.717  -3.423
H  -1.042  0.568  -8.884
H  -2.366  -1.297  -7.975
F  6.333  -1.492  -4.644
H  -0.350  -2.971  6.627
C  -2.990  6.476  10.817
H  1.838  0.308  8.228
H  0.022  1.045  -7.571
C  1.680  -3.192  3.351
C  0.318  -1.179  -4.423
F  5.831  0.649  -4.820
H  -0.936  -5.420  -2.023
H  -2.905  -2.434  -3.912
C  -1.099  2.161  2.058
H  -6.016  -2.978  -8.437
H  -3.358  -0.668  -5.346
F  2.411  1.165  -1.638
H  -3.015  0.849  -7.316
C  -2.966  6.357  9.434
C  0.879  3.362  7.123
H  3.111  4.268  3.658
C  -2.381  5.245  8.843
H  -0.168  -3.765  2.423
I  -1.441  3.170  -8.423
C  -1.129  -1.285  -3.924
H  -2.458  5.570  12.688
H  -3.444  7.344  11.278
H  -2.239  -5.749  -3.116
H  0.892  -2.109  -4.403
O  -3.626  -3.701  -6.780
H  1.440  -0.238  5.850
C  -0.797  -4.344  -3.872
H  -0.964  -1.309  -6.921
H  1.396  0.678  -3.992
C  -2.014  -1.024  -6.972
H  -5.439  0.225  -7.825
H  0.319  2.063  0.450
C  -1.817  4.255  9.634
S  -2.989  -4.605  -5.613
O  -3.984  -4.760  -4.598
H  -3.402  7.132  8.816
H  -1.950  -2.446  -0.770
H  -1.891  0.928  -5.936
H  -4.712  -2.556  -5.361
C  -1.528  -0.542  1.583
O  -2.466  -3.965  -2.086
C  -2.434  5.481  11.609
H  2.251  -3.259  2.433
C  1.577  -2.740  5.711
B  -5.044  -1.707  -7.321
C  2.173  -0.904  -2.624
C  0.321  -3.478  3.346
H  7.075  3.676  2.155
H  -2.364  5.151  7.764
H  -0.736  -4.471  -6.723
H  0.344  3.830  5.098
C  -0.614  0.164  0.812
H  -5.122  0.032  -6.266
H  -1.102  -1.608  -2.874
F  3.732  1.482  -3.846
O  -1.699  -4.236  0.002
C  3.261  3.234  1.783
C  -2.028  0.540  -6.950
H  2.067  -2.452  6.633
C  -2.003  -3.546  -0.889
C  -1.628  -4.934  -2.719
H  -0.066  -0.340  0.023
H  3.710  2.247  -0.064
C  4.114  2.748  0.802
S  5.375  -0.527  -3.845
H  0.315  -3.581  -5.871
C  5.487  2.906  0.937
C  0.668  3.057  5.785
H  2.190  3.105  1.682
H  1.470  2.613  9.045
H  -2.572  1.962  3.607
C  -2.895  -1.547  -5.818
F  3.678  -0.355  -0.869
F  4.219  -0.927  -4.851
H  -1.533  -0.266  -3.913
C  5.150  4.048  3.026
C  2.307  -2.818  4.533
O  -2.569  -5.870  -6.105
H  -1.356  3.390  9.173
H  5.554  4.559  3.891
C  -2.234  0.106  2.588
H  0.439  -0.740  -5.416
C  -0.409  -3.396  4.524
N  -5.610  -0.409  -7.045
C  1.064  -0.201  -3.435
C  1.301  2.374  8.002
H  -0.929  3.214  2.246
C  3.166  0.084  -2.007
C  -2.116  -2.229  -4.652
C  1.287  0.772  6.207
H  0.334  0.170  -2.708
C  6.004  3.555  2.049
C  -0.397  1.514  1.050
C  1.507  1.079  7.543
F  6.598  -0.124  -2.910
C  3.778  3.886  2.894
C  0.219  -3.031  5.707
H  -0.272  -5.189  -4.333
C  4.245  0.683  -2.944
C  -1.845  4.371  11.018

Summary:
- HOMO energy (eV) = -9.241
- SMILES = NB(O)[C@H]1OS(=O)(=O)[C@](N)(CCOC=O)[C@@H](CCCCC(F)(F)C(F)(F)S(F)(F)(F)(F)F)[C@H]1CCCI.c1ccccc1.c1ccccc1.c1ccccc1.c1ccccc1.c1ccccc1


Entry from OMol25: a cluster of 5 separate species, C46H57FN2O23PS in total in a non-equilibrium geometry (the ωB97M-V functional and the def2-TZVPD basis).

Geometry (Å):
C  -6.368  2.626  2.919
C  -2.111  -13.133  0.254
H  -2.416  -14.273  -1.755
H  3.304  6.949  -1.062
H  3.329  11.278  -1.327
C  -5.040  2.552  2.797
C  -3.109  -11.315  -1.083
C  0.808  -10.454  -2.885
H  -1.342  5.642  1.251
H  -1.933  6.586  3.909
H  1.668  10.623  -0.712
O  3.816  -13.103  -2.159
C  1.909  4.793  -2.550
H  1.361  2.666  1.771
F  1.299  5.362  -5.260
C  -2.692  -12.581  -1.004
O  2.473  -8.844  -3.625
C  -0.951  6.467  3.356
O  -0.067  -9.631  -3.092
H  -0.851  -1.649  1.035
H  1.885  9.195  2.011
H  4.857  9.639  -2.960
O  -2.858  -8.460  -4.016
H  0.373  8.435  4.754
H  3.290  5.247  3.575
H  2.246  7.998  -0.024
O  0.461  0.608  -1.257
H  1.850  -1.839  -0.712
H  1.725  1.068  0.440
C  1.566  2.769  -1.111
C  1.605  1.243  -0.669
O  -3.386  -9.266  0.049
H  3.908  7.904  3.589
H  1.299  5.345  2.163
O  -3.300  -5.781  -0.180
C  2.767  10.390  -0.894
C  -2.420  -7.609  -3.265
C  2.939  -12.294  -2.396
H  2.771  2.640  -5.812
C  1.914  8.929  3.125
O  3.725  4.803  -4.677
C  0.069  -1.177  0.540
C  -4.174  2.733  3.964
O  2.162  0.477  -3.540
C  -1.982  -12.233  1.404
O  1.265  -13.919  -1.711
H  -8.091  2.559  2.198
H  1.036  -3.155  0.298
O  1.985  2.561  -5.229
O  2.371  6.905  4.576
H  2.551  0.804  -1.151
H  0.174  -2.558  -1.222
C  2.230  -10.090  -3.144
C  -7.015  2.895  4.236
C  2.920  5.569  4.612
C  2.043  3.275  -2.466
H  4.700  7.865  -2.398
H  -2.652  -9.270  2.069
H  3.259  10.124  0.105
N  1.355  5.548  -1.533
O  -4.004  3.115  6.361
O  4.197  2.041  -3.866
S  2.525  5.539  -4.135
H  -0.456  2.867  1.257
C  4.510  8.962  -2.126
O  -8.226  2.973  4.304
C  3.223  -10.952  -2.913
H  2.434  9.226  -2.849
H  -0.711  0.904  0.490
H  0.576  4.156  3.328
H  2.140  -14.343  -1.625
H  -6.630  3.228  6.360
O  -2.780  -13.421  -2.066
H  0.058  7.639  1.758
H  1.519  0.197  -4.226
C  -1.001  5.269  2.268
H  3.801  5.571  5.328
C  -1.325  -5.573  -1.584
H  -2.728  -5.096  0.214
H  -3.098  3.020  6.012
H  5.056  9.121  -1.139
C  0.576  3.337  1.280
H  0.912  7.331  -2.775
H  -3.535  -10.904  -1.989
H  -0.154  6.195  4.135
C  -0.457  0.095  -0.263
C  1.055  3.827  -0.177
C  -4.821  2.974  5.286
C  0.521  -11.802  -2.393
C  -3.002  -10.423  0.075
H  -1.479  8.453  2.525
H  -4.102  -7.624  -1.871
H  -4.559  2.360  1.848
H  1.595  -8.419  -3.705
C  -2.396  -10.967  1.324
H  2.145  4.836  5.025
O  -0.417  -7.430  -4.638
C  2.812  7.625  3.410
H  -1.759  4.515  2.707
C  -0.517  7.868  2.720
H  0.375  -5.580  -2.953
O  -1.759  -14.297  0.292
C  -0.586  -6.038  -2.759
P  2.668  2.060  -3.744
H  2.440  9.795  3.649
O  -2.283  -10.119  2.378
C  0.444  4.606  2.281
H  0.296  7.430  -1.080
O  -7.184  2.459  1.851
C  -1.091  -6.990  -3.547
H  -0.515  -12.058  -2.227
C  2.486  7.736  -1.116
H  -0.037  9.828  3.660
H  0.717  -0.772  1.398
N  0.906  5.189  -0.341
H  -1.422  -0.157  -0.822
C  -2.640  -6.209  -1.287
C  -6.148  3.051  5.408
H  -1.542  -12.640  2.304
C  1.170  7.047  -1.713
C  2.917  9.099  -1.822
C  -3.148  -7.158  -2.075
O  2.976  6.953  -4.035
O  -0.901  -4.695  -0.849
C  0.853  -2.243  -0.360
C  1.513  -12.667  -2.164
O  -2.956  2.688  3.889
H  2.773  6.998  2.453
H  -0.988  -8.114  -5.038
H  4.258  -10.700  -3.094
C  0.406  8.770  3.666

Summary:
- charge = +1
- HOMO energy (eV) = -10.911


Entry from OMol25: a structure of composition C46H58EuI2N6OP2Se2Te in a non-equilibrium geometry (the ωB97M-V functional and the def2-TZVPD basis).

Geometry (Å):
H  -3.292  -2.201  -0.343
C  1.627  -2.098  0.823
H  0.307  -5.444  -0.718
C  -0.455  2.114  -5.180
C  -5.796  4.285  -2.744
C  -2.004  5.380  0.181
H  -6.157  0.555  -4.010
H  0.386  3.319  -3.400
P  1.439  -3.841  1.266
H  1.822  -6.172  3.150
I  4.434  2.658  1.898
C  -2.081  -0.549  -3.053
C  -3.390  -1.477  -1.184
H  -0.886  2.341  -6.176
H  -4.058  -3.324  3.011
H  -1.150  -3.002  -0.746
H  -2.976  5.122  0.611
Eu  0.196  1.820  -0.690
C  0.910  -0.946  1.249
H  -0.141  -2.138  -1.889
C  1.472  1.262  6.004
H  1.584  2.147  -6.009
C  -2.430  -3.992  4.347
H  -2.946  -4.823  4.737
C  -0.822  5.173  1.182
H  1.218  0.984  -4.587
C  2.442  0.154  3.576
H  -2.771  -1.458  2.097
C  -2.293  -2.062  2.828
C  -1.117  -3.676  4.740
H  -2.927  4.958  -1.742
C  2.363  -5.321  3.501
C  4.826  4.722  1.858
H  3.484  1.431  6.635
C  3.300  0.605  4.625
C  0.932  1.484  -5.455
H  3.665  -7.312  -2.550
C  -1.950  4.638  -1.170
H  -0.417  0.842  5.168
H  0.879  4.762  -1.325
C  -3.039  -3.158  3.364
N  1.306  0.030  0.418
H  5.208  -5.883  -1.463
H  5.745  4.991  2.309
H  -3.697  -0.848  -6.077
H  -1.516  -2.939  -2.632
C  -1.337  1.049  -4.708
H  -0.644  -4.323  5.308
C  -1.133  -2.445  -1.705
H  -5.220  4.448  -1.812
N  2.177  -0.514  -0.492
C  -2.369  0.700  -5.601
P  -0.156  -0.402  2.620
H  1.214  -6.885  -2.384
H  -1.021  5.932  1.933
H  4.269  -4.439  6.168
H  -1.710  -0.290  -1.033
C  3.650  -4.815  -0.303
C  -1.062  -1.731  3.372
C  -3.069  -0.455  -5.306
C  2.822  1.228  5.793
H  3.098  -2.111  2.833
H  -1.136  4.948  -1.709
O  -0.420  1.037  -2.508
H  1.010  1.657  6.905
C  0.638  0.735  5.065
H  2.010  4.434  -0.359
C  3.239  -6.545  -1.938
H  -6.765  4.064  -2.648
C  2.250  -4.749  -0.051
N  1.005  4.358  -0.429
H  -3.606  -1.939  -3.839
C  4.132  -5.714  -1.228
H  -0.910  4.182  1.694
Se  -0.538  -4.549  1.538
H  -2.060  2.764  -1.966
C  1.375  -5.369  -0.859
H  4.361  -4.252  0.384
H  -2.422  1.234  -6.590
N  -1.921  3.169  -1.081
H  2.912  -6.276  5.286
Se  -1.374  1.141  1.827
H  0.677  -2.413  4.537
C  -0.278  3.380  -4.281
H  4.353  0.371  4.405
N  2.400  -1.780  -0.255
H  -5.778  5.198  -3.351
H  4.470  2.016  -3.465
C  3.943  -3.169  4.512
H  -2.059  6.455  -0.032
H  2.875  -0.269  2.671
H  4.596  -2.374  4.762
H  0.629  6.403  0.273
C  3.733  -4.326  5.213
I  4.896  5.479  -0.236
C  1.898  -6.333  -1.753
H  4.052  5.255  2.365
C  2.641  2.391  -2.334
C  3.012  -5.350  4.726
H  0.692  0.687  -6.246
C  -1.223  0.484  -3.439
C  -0.421  -2.607  4.271
H  -3.822  -2.085  -1.974
C  -2.022  -1.139  -1.659
Te  -4.624  2.747  -3.747
H  -5.510  0.541  -2.397
C  1.083  0.213  3.842
C  0.526  5.351  0.590
H  -4.032  -0.612  -0.948
H  1.207  5.368  1.530
N  3.611  2.254  -2.993
H  -1.289  3.782  -3.973
C  3.178  -3.065  3.378
H  -6.848  1.605  -2.783
C  -5.911  1.198  -3.173
H  -2.681  2.861  -0.538
C  -2.939  -1.061  -4.082
H  0.077  4.238  -4.853
C  2.358  -4.084  2.824

Summary:
- charge = +1
- HOMO energy (alpha / beta) (eV) = -9.479 / -9.479
- 2S+1 = 7
- ΔE to the lowest compared entry with this formula, charge and spin (kcal/mol) = 66.9


Entry from OMol25: a structure of composition C46H59As3CdF5N3PS2 (the ωB97M-V functional and the def2-TZVPD basis).

Geometry (Å):
C  5.445  0.367  0.789
H  2.270  -4.045  3.118
H  -2.001  0.357  5.900
H  2.823  -2.831  5.201
N  -1.896  0.347  4.887
C  -3.245  0.969  -3.409
C  -3.480  -0.551  -3.370
H  3.182  6.320  5.403
H  -3.223  -1.281  4.763
N  2.619  5.509  1.756
H  -2.909  -1.024  -4.169
H  3.617  1.970  -1.558
C  5.706  2.264  -1.217
C  -1.284  2.321  -6.410
H  -4.484  -3.242  -3.015
H  -4.515  -0.403  -0.075
H  0.163  -0.062  5.158
C  -1.801  -0.573  -6.344
C  -1.935  -6.876  1.665
H  1.450  2.186  -1.207
H  -2.459  -1.435  -6.451
H  -4.592  -2.164  0.093
S  -1.120  -2.930  1.461
C  -1.780  1.377  -3.194
H  -1.619  3.285  -6.027
H  -3.641  -0.124  2.179
C  -2.787  -0.466  2.761
H  -3.733  2.564  -4.783
C  -1.405  -5.064  -0.319
H  -0.847  -1.469  4.751
F  -2.195  -7.747  2.643
H  -1.055  2.344  2.448
C  3.296  7.069  3.379
H  -0.070  -1.112  2.578
C  0.774  2.059  -2.051
H  2.293  -2.880  0.961
H  -1.633  3.846  -1.560
C  -1.641  -6.386  -0.650
F  -1.615  -6.772  -1.928
H  4.804  -1.412  -1.214
C  -4.124  1.673  -2.370
H  -2.770  -3.701  -3.167
C  4.326  0.728  0.044
H  0.556  -3.244  -2.890
H  3.393  -0.419  5.098
As  -2.820  1.097  -6.544
H  -2.797  2.046  2.457
Cd  -0.460  -1.331  -0.547
H  2.661  -4.029  -3.813
H  -3.999  2.756  -2.432
C  6.679  0.951  0.539
H  5.804  2.998  -2.007
C  3.011  6.091  4.360
C  -3.705  1.469  -4.796
H  4.811  -3.129  -2.966
H  -4.535  -0.766  -3.565
H  -5.179  1.445  -2.532
H  -2.608  3.041  -0.312
S  1.732  3.046  2.075
H  2.333  4.102  4.746
H  -1.117  0.744  -3.788
H  -0.865  2.170  4.758
H  7.778  2.349  -0.660
C  2.536  4.863  4.008
C  -1.611  3.130  -0.738
C  2.301  4.524  2.646
P  2.663  -0.016  0.231
C  1.472  -2.823  -2.499
C  2.833  -0.974  1.791
H  -5.484  -1.354  -1.218
C  6.814  1.900  -0.464
C  2.658  -1.328  -1.052
H  -3.951  0.314  4.482
N  -1.615  0.328  2.389
C  1.427  -1.841  -1.504
H  3.294  7.403  1.254
C  3.133  -0.956  4.194
C  -3.089  -0.320  4.270
H  -1.100  -0.585  -7.180
H  -3.864  1.368  -1.355
H  -3.643  -4.046  -1.669
H  0.634  3.008  -2.570
H  -0.920  3.475  0.031
C  3.872  -2.775  -2.563
H  -1.230  -0.659  -5.422
H  -0.881  2.478  -7.409
H  3.366  0.765  2.943
H  7.540  0.654  1.122
C  3.094  6.737  2.081
C  2.515  -2.991  3.085
H  0.389  0.556  2.889
C  4.473  1.687  -0.959
C  2.528  -2.330  1.863
F  -2.136  -8.586  0.050
C  -0.650  -0.420  4.528
C  -1.838  1.699  2.841
C  2.816  -2.310  4.253
H  2.495  5.261  0.782
C  -1.907  -7.307  0.349
H  -0.493  1.933  -5.770
H  5.362  -0.385  1.564
F  -1.165  -4.211  -1.336
C  -1.697  -5.546  1.964
C  -3.535  -3.334  -2.486
C  2.670  -3.278  -3.033
C  3.861  -1.805  -1.575
As  -3.018  -1.596  -1.776
F  -1.741  -5.186  3.256
H  -2.602  -1.511  2.513
As  -0.945  1.417  -1.399
H  1.193  1.325  -2.738
C  -4.572  -1.340  -0.621
H  3.672  8.045  3.643
C  -1.802  1.759  4.384
H  -4.741  1.150  -4.947
H  -2.635  2.315  4.813
C  3.136  -0.294  2.977
C  -0.398  -0.179  3.034
C  -1.420  -4.591  0.986
H  -1.648  2.398  -3.562

Summary:
- charge = +1
- HOMO energy (eV) = -9.560
- ΔE to the lowest compared entry with this formula, charge and spin (kcal/mol) = 29.7